13
Properties=species:S:1:pos:R:3 method="wB97M-V/def2-TZVPD" gap_ev=9.856 relative_energy_ev=1.1146 total_energy_ha=-592.47709 spin_multiplicity=1 e_homo_ev=-8.962 smiles="CC=O.CS"
C -1.696 2.204 1.014
C -1.105 0.818 0.507
O -1.541 0.050 -0.315
H -1.327 2.459 2.087
H -1.502 2.998 0.367
H -2.842 2.063 0.988
H -0.098 0.702 0.970
C 1.529 -1.741 -0.522
S 1.508 -1.921 -2.348
H 0.562 -1.251 -0.332
H 2.282 -1.040 -0.056
H 1.546 -2.640 0.131
H 2.684 -2.700 -2.490